{
  "formula": "C19H40NO5S3",
  "method": "ωB97M-V/def2-TZVPD",
  "total_energy_ev": -64574.3526,
  "charge": 1,
  "e_above_lowest_kcal_mol": 64.92,
  "symbols": ["C", "C", "C", "C", "C", "S", "C", "C", "C", "C", "N", "C", "C", "O", "H", "H", "H", "H", "H", "H", "H", "H", "H", "H", "H", "H", "H", "H", "H", "H", "H", "H", "H", "H", "H", "H", "H", "H", "C", "C", "C", "S", "O", "O", "C", "H", "H", "H", "H", "H", "H", "H", "H", "C", "C", "C", "S", "O", "O", "C", "H", "H", "H", "H", "H", "H", "H", "H"],
  "coordinates": [[6.8902, 1.5847, 0.7202], [6.7463, 3.1686, 0.5548], [6.1970, 3.6613, -0.8691], [6.7527, 2.8520, -2.1370], [5.5359, 2.3111, -3.0731], [4.9797, 0.5992, -2.6350], [3.0993, 0.5178, -2.7637], [2.4318, 0.0192, -1.3784], [1.2115, 0.9432, -0.8879], [1.7220, 2.3600, -0.2945], [2.1167, 3.2786, -1.4199], [2.0493, 4.6981, -1.0151], [2.9822, 5.2869, 0.1478], [1.2650, 5.5034, -1.5660], [7.2667, 1.4047, 1.7958], [7.7314, 1.1688, 0.0503], [5.9160, 1.0023, 0.6121], [7.7012, 3.7500, 0.8070], [5.9653, 3.5029, 1.3374], [5.0447, 3.7252, -0.8779], [6.5447, 4.7547, -0.9879], [7.3042, 3.6128, -2.8057], [7.5123, 2.0409, -1.8993], [4.6898, 3.0890, -3.0727], [5.9345, 2.2772, -4.1539], [5.3558, 0.3595, -1.3179], [2.8714, -0.3033, -3.5390], [2.6500, 1.4763, -3.1819], [3.2430, -0.0581, -0.5754], [2.0155, -1.0402, -1.5499], [0.6910, 0.3742, -0.0418], [0.4451, 1.0824, -1.7315], [2.6481, 2.1380, 0.3614], [0.9143, 2.8771, 0.3351], [3.1142, 3.0728, -1.5898], [3.5219, 4.4597, 0.7450], [3.8298, 5.9044, -0.3322], [2.3878, 5.9279, 0.8739], [-2.6870, -2.8283, 0.8841], [-3.9647, -2.1683, 0.3621], [-3.5456, -1.0834, -0.6334], [-1.9831, -1.6136, -1.3245], [-0.9534, -0.6798, -0.9112], [-2.1731, -1.9841, -2.7086], [-1.8280, -3.0972, -0.3452], [-2.9009, -3.7479, 1.4324], [-2.1674, -2.1429, 1.5618], [-4.5799, -2.9167, -0.1462], [-4.5579, -1.7519, 1.1666], [-4.2750, -0.9698, -1.4358], [-3.3869, -0.1246, -0.1367], [-0.7798, -3.2776, -0.1066], [-2.2285, -3.9268, -0.9315], [-7.7023, -4.7467, 3.8097], [-8.9809, -4.0882, 3.2874], [-8.5645, -3.0014, 2.2939], [-7.0000, -3.5281, 1.6032], [-5.9745, -2.5947, 2.0174], [-7.1892, -3.8973, 0.2188], [-6.8426, -5.0124, 2.5807], [-7.9147, -5.6671, 4.3568], [-7.1845, -4.0613, 4.4883], [-9.5945, -4.8376, 2.7776], [-9.5809, -3.6710, 4.0987], [-9.2937, -2.8883, 1.4914], [-8.4081, -2.0429, 2.7917], [-5.7945, -5.1910, 2.8197], [-7.2414, -5.8421, 1.9933]]
}

***

{
  "formula": "C19H40O15S",
  "method": "ωB97M-V/def2-TZVPD",
  "total_energy_ev": -61896.9309,
  "symbols": ["C", "C", "O", "C", "C", "O", "C", "C", "O", "C", "O", "S", "O", "O", "H", "H", "H", "H", "H", "H", "H", "H", "H", "H", "H", "H", "H", "H", "H", "H", "C", "C", "O", "C", "O", "O", "C", "H", "H", "H", "H", "H", "H", "H", "H", "C", "C", "O", "C", "O", "O", "C", "H", "H", "H", "H", "H", "H", "H", "H", "C", "C", "O", "C", "O", "O", "C", "H", "H", "H", "H", "H", "H", "H", "H"],
  "coordinates": [[0.6757, 0.5000, 1.6936], [0.2356, 1.9271, 1.2715], [1.2508, 2.6117, 0.5209], [0.6926, 3.7723, -0.0737], [0.6558, 3.7219, -1.6456], [1.2239, 2.5610, -2.2080], [0.3445, 1.4568, -2.1374], [0.7966, 0.3694, -3.1945], [1.8476, 0.8380, -4.0323], [3.0808, 0.3913, -3.5580], [3.2195, 0.5463, -2.1420], [4.2616, 1.8263, -1.8048], [5.6220, 1.4720, -2.2743], [4.3352, 1.7297, -0.1353], [0.2315, -0.2327, 0.9949], [1.7720, 0.3806, 1.7306], [0.2413, 0.2593, 2.6833], [0.0099, 2.5484, 2.1586], [-0.6735, 1.8193, 0.6400], [1.2864, 4.6521, 0.2422], [-0.3421, 3.9310, 0.2947], [-0.3646, 3.9009, -2.0546], [1.2698, 4.5694, -2.0108], [-0.7090, 1.7448, -2.3375], [0.4506, 0.9712, -1.1435], [-0.0810, 0.2136, -3.8544], [1.0119, -0.6103, -2.7351], [3.8516, 1.0091, -4.0637], [3.2962, -0.6651, -3.8084], [5.2497, 1.8795, 0.1315], [-0.1391, -6.2589, -5.6544], [-0.6484, -5.1240, -4.7889], [0.1337, -3.9376, -4.9741], [-0.1374, -3.2440, -6.0797], [-0.9667, -3.5180, -6.9030], [0.6902, -2.1988, -6.1221], [0.5688, -1.4102, -7.3058], [0.9262, -6.4222, -5.4821], [-0.6796, -7.1806, -5.4359], [-0.2627, -6.0311, -6.7135], [-0.5501, -5.3923, -3.7372], [-1.7038, -4.9189, -4.9743], [-0.4630, -1.1050, -7.4737], [0.9470, -1.9653, -8.1645], [1.1786, -0.5202, -7.1662], [-5.9313, -1.1396, 3.1961], [-5.8777, -1.4089, 1.7057], [-6.0953, -0.2092, 0.9523], [-5.0454, 0.6051, 0.8644], [-3.9599, 0.4176, 1.3415], [-5.4155, 1.6819, 0.1686], [-4.4027, 2.6822, 0.0724], [-6.8631, -0.6364, 3.4600], [-5.8598, -2.0719, 3.7573], [-5.1142, -0.4880, 3.5071], [-6.6795, -2.0924, 1.4275], [-4.9362, -1.8773, 1.4150], [-3.4699, 2.2655, -0.3067], [-4.2442, 3.1480, 1.0454], [-4.7571, 3.4379, -0.6251], [1.6119, 0.2889, 9.0220], [1.3227, -0.7044, 7.9145], [1.3022, -0.0632, 6.6335], [2.4995, 0.2027, 6.1114], [3.5618, -0.0537, 6.6078], [2.3111, 0.8238, 4.9462], [3.5207, 1.2482, 4.3164], [0.9118, 1.1250, 8.9776], [1.5312, -0.1905, 9.9982], [2.6155, 0.7038, 8.9250], [0.3308, -1.1331, 8.0562], [2.0364, -1.5295, 7.9175], [4.2269, 0.4250, 4.2178], [3.9659, 2.0673, 4.8816], [3.2666, 1.6071, 3.3210]]
}

***

{
  "formula": "C19H41BBrNO7P",
  "method": "ωB97M-V/def2-TZVPD",
  "total_energy_ev": -116205.7049,
  "charge": -1,
  "symbols": ["N", "C", "O", "C", "C", "B", "O", "C", "C", "C", "O", "Br", "C", "P", "O", "O", "O", "O", "H", "H", "H", "H", "H", "H", "H", "H", "H", "H", "H", "H", "H", "C", "C", "C", "C", "C", "C", "H", "H", "H", "H", "H", "H", "H", "H", "H", "H", "H", "H", "H", "H", "C", "C", "C", "C", "C", "C", "H", "H", "H", "H", "H", "H", "H", "H", "H", "H", "H", "H", "H", "H"],
  "coordinates": [[2.4266, -2.0438, -1.5792], [1.2054, -1.3440, -1.5186], [0.6826, -1.1077, -0.4403], [0.5852, -0.9251, -2.8106], [-0.5974, -1.8680, -3.1426], [-1.8416, -1.0142, -3.7970], [-3.1015, -1.8077, -3.8764], [-3.6010, -1.8580, -2.5731], [-5.0976, -2.1366, -2.6248], [-5.7363, -2.7202, -1.4069], [-6.7751, -2.4456, -0.9456], [-4.7535, -4.2456, -0.6002], [-3.0829, -0.5474, -1.8960], [-4.2392, 0.7753, -1.4178], [-5.5543, 0.4035, -0.8945], [-4.3558, 1.7465, -2.6731], [-3.3529, 1.6120, -0.3545], [-2.2321, 0.0775, -2.8482], [2.3033, -2.8760, -2.1495], [2.6073, -2.3598, -0.6300], [1.3238, -0.9676, -3.6090], [0.2298, 0.0947, -2.6768], [-0.8880, -2.3896, -2.2262], [-0.2621, -2.6398, -3.8391], [-1.5391, -0.5888, -4.9082], [-3.1115, -2.6717, -2.0329], [-5.6797, -1.2578, -2.8883], [-5.2139, -2.8698, -3.4254], [-2.4742, -0.7733, -1.0132], [-3.4924, 2.1369, -2.8614], [-2.4202, 1.3871, -0.4774], [0.4148, -0.3617, 6.3228], [0.2946, -1.8029, 5.8358], [1.4909, -2.2678, 5.0082], [1.7204, -1.4795, 3.7172], [0.5367, -1.4594, 2.7508], [0.1423, -2.8396, 2.2381], [0.4531, 0.3414, 5.4901], [-0.4405, -0.0875, 6.9423], [1.3191, -0.2272, 6.9210], [-0.6262, -1.9172, 5.2588], [0.1943, -2.4631, 6.7022], [1.3652, -3.3277, 4.7699], [2.3948, -2.2028, 5.6243], [2.5890, -1.9051, 3.2028], [1.9948, -0.4491, 3.9630], [0.7978, -0.8385, 1.8955], [-0.3275, -0.9841, 3.2251], [0.9840, -3.3225, 1.7357], [-0.6721, -2.7631, 1.5183], [-0.1915, -3.4944, 3.0469], [3.3806, 1.1911, -0.3430], [2.1416, 2.0824, -0.3172], [1.9334, 2.8715, -1.6082], [3.0569, 3.8503, -1.9531], [3.3505, 4.8946, -0.8775], [2.1667, 5.8105, -0.5798], [4.3002, 1.7726, -0.4402], [3.4523, 0.6126, 0.5798], [3.3287, 0.4860, -1.1738], [2.1941, 2.7624, 0.5390], [1.2638, 1.4529, -0.1539], [0.9842, 3.4112, -1.5455], [1.8206, 2.1671, -2.4379], [2.7971, 4.3644, -2.8844], [3.9741, 3.2933, -2.1643], [4.1968, 5.5040, -1.2076], [3.6715, 4.4020, 0.0443], [1.8408, 6.3301, -1.4835], [2.4342, 6.5649, 0.1621], [1.3158, 5.2527, -0.1876]]
}

***

| no. | gap between HOMO and LUMO (Eh) |
| --- | --- |
| 1 | 0.3384 |
| 2 | 0.3658 |
| 3 | 0.2951 |